Arrangement i

The molecule Cl2HNOS, computed with ωB97M-V/def2-TZVPD.

As for the SMILES: N=S(=O)(Cl)Cl. For the LUMO energy, the calculation gives -2.202 eV. Its HOMO energy is -10.8358 eV. As for the molar mass: 133.99 g mol⁻¹. As for the net charge: 0.

```
6
Cl2HNOS ωB97M-V/def2-TZVPD
S -0.2995 -0.1297 -0.2051
O -1.5434 -0.6878 -0.5550
Cl 0.6139 0.7733 -1.9601
Cl -0.7469 1.5092 0.9932
H 1.3372 -0.3943 1.0284
N 0.6387 -1.0708 0.6986
```



Arrangement ii

A cluster of 2 separate species, Cl2HNOS in total, computed with ωB97M-V/def2-TZVPD.

For the LUMO energy (alpha / beta), the calculation gives -1.653 / -1.229 eV. Its HOMO energy (alpha / beta) is -10.3308 / -9.3895 eV. As for the molar mass: 133.99 g mol⁻¹. As for the net charge: 0.

```
6
Cl2HNOS ωB97M-V/def2-TZVPD
N -2.2584 0.0931 -0.5230
H -2.3800 0.7027 -1.3203
O 1.6092 1.3537 1.1421
Cl 2.2983 -1.3755 -0.0258
Cl -0.7575 -0.6419 -0.6529
S 1.4885 -0.1321 1.3799
```



It is arrangement i that is most stable; the runner-up trails by 1.417 eV.



Arrangement i

The molecule C3H5N3O, computed with ωB97M-V/def2-TZVPD.

As for the SMILES: OCC1=NCN=N1. For the LUMO energy, the calculation gives -0.225 eV. Its HOMO energy is -10.3541 eV. As for the molar mass: 99.09 g mol⁻¹. As for the net charge: 0.

```
12
C3H5N3O ωB97M-V/def2-TZVPD
H 1.2442 1.8310 -0.3535
N 0.3540 -1.0453 0.5924
C 0.6416 1.4702 0.4945
H -2.1840 -1.6045 -0.8918
N -0.2903 -1.9410 0.0121
C -1.1388 -1.2981 -0.9925
O 1.4215 1.2622 1.6418
N -0.9441 0.1167 -0.8777
H 1.8243 0.3850 1.5799
H -0.7753 -1.6517 -1.9652
C -0.0629 0.2256 0.0337
H -0.0903 2.2499 0.7263
```



Arrangement ii

A structure of composition C3H5N3O, computed with ωB97M-V/def2-TZVPD.

For the LUMO energy, the calculation gives 0.777 eV. Its HOMO energy is -10.1089 eV. As for the molar mass: 99.09 g mol⁻¹. As for the net charge: 0.

```
12
C3H5N3O ωB97M-V/def2-TZVPD
H -0.5531 0.6823 1.5869
H 0.7369 -1.1617 -0.6071
N -1.2492 0.5355 -1.4593
O -3.1173 -0.3180 0.8840
H -0.4446 -1.5464 0.8260
C -0.1445 0.6516 0.5945
H -0.4658 0.7432 -1.9473
C -2.1935 -0.0442 0.1808
C -0.1970 -0.8582 -0.0128
N -1.3884 -0.8035 -0.7835
N -1.3716 1.1207 -0.0810
H 0.6799 1.2502 0.3601
```



It is arrangement i that is most stable; the runner-up trails by 2.755 eV.



Arrangement i

The molecule C3H5N3O, computed with ωB97M-V/def2-TZVPD.

As for the SMILES: Nc1c[nH]c(=O)[nH]1. For the LUMO energy, the calculation gives 0.776 eV. Its HOMO energy is -7.7905 eV. As for the molar mass: 99.09 g mol⁻¹. As for the net charge: 0.

```
12
C3H5N3O ωB97M-V/def2-TZVPD
N 0.7815 0.6520 -0.0311
H -1.6254 0.5355 2.1725
C -0.5180 0.2973 0.3738
C -0.8916 -0.7073 -0.4535
N -0.8997 0.9085 1.5794
H 1.3514 1.3278 0.4428
H 0.3541 -1.8753 -1.7676
N 0.2343 -1.0032 -1.2784
O 2.5276 -0.4857 -1.1062
H -1.7933 -1.2734 -0.6629
C 1.3443 -0.2959 -0.8698
H -0.8653 1.9198 1.6011
```



Arrangement ii

The molecule C3H5N3O, computed with ωB97M-V/def2-TZVPD.

For the LUMO energy, the calculation gives -0.050 eV. Its HOMO energy is -8.3381 eV. As for the molar mass: 99.09 g mol⁻¹. As for the net charge: 0.

```
12
C3H5N3O ωB97M-V/def2-TZVPD
O -0.0170 1.1511 1.9528
H 2.6236 -1.0286 0.3908
C -0.4615 0.2419 0.0627
H -2.1445 0.6673 -0.3688
N 1.7557 -1.0412 -0.1367
H 1.9505 -0.8333 -1.1081
H -1.8690 -0.9174 -1.0342
C 0.8436 -0.1551 0.4465
N -1.4921 0.0306 -0.9486
C -0.9867 1.0598 1.0357
N 1.1204 0.4166 1.5930
H -1.3231 0.4083 -1.8851
```



It is arrangement i that is most stable; the runner-up trails by 4.561 eV.